Entry 1:
DFT (ωB97M-V/def2-TZVPD) results for a cluster of 24 separate species, H48O24 in total.

## Properties
HOMO energy ... -9.3 eV
HOMO-LUMO gap ... 8.803 eV
Energy relative to the best compared isomer or geometry (same formula, charge and spin) ... 2.736 eV
Multiplicity ... 1

```
72
Properties=species:S:1:pos:R:3:mulliken_charge:R:1
O -0.2838 -2.4273 -1.3072 -0.64
O 1.7032 -3.5818 0.3713 -0.71
O -4.3489 -2.2874 0.4467 -0.57
O -3.1216 -3.6756 -1.7002 -0.66
O 1.5193 5.1500 -1.2218 -0.66
O -3.1017 0.4580 3.0423 -0.67
O -2.6900 1.3594 0.4707 -0.58
O -0.6845 1.0413 -3.7034 -0.61
O 2.8614 1.6652 -0.8703 -0.39
O -5.3263 1.4550 -1.0275 -0.62
O 2.3774 0.3551 1.4620 -0.72
O 3.8150 -2.4762 -1.2274 -0.60
O 3.9535 3.9688 -1.7064 -0.60
O -3.8701 -1.5696 -3.2503 -0.66
O -2.3782 -4.4314 2.1433 -0.63
O 4.0353 3.3044 1.3720 -0.65
O 0.2597 2.2350 3.9674 -0.59
O 0.1128 0.0208 0.0337 -0.27
O 1.1154 -4.2601 -2.8766 -0.57
O -0.3203 -0.2974 3.3935 -0.68
O 1.6022 -2.0827 2.7436 -0.67
O 1.4232 4.3165 1.4564 -0.55
O -1.7945 3.6918 1.6176 -0.67
O 2.6951 -0.0975 -3.2553 -0.58
H -2.4546 2.2407 0.7610 0.41
H 1.9169 -4.6330 -3.2438 0.26
H 1.3840 -2.8140 2.1658 0.33
H 1.4422 5.0562 2.0636 0.28
H 2.3730 1.0156 2.1548 0.28
H 2.4576 1.3001 -1.6576 0.19
H 0.9079 -0.1638 0.5337 0.20
H 4.7973 2.7426 1.5127 0.30
H -4.9755 -1.8527 -0.1319 0.24
H -1.8728 0.9911 0.1348 0.19
H -2.1791 0.2588 3.2016 0.33
H 1.8299 -0.4231 -3.5033 0.27
H 0.4411 -0.7737 3.0623 0.36
H 4.7151 -2.1613 -1.1445 0.28
H 0.2818 -2.8706 -1.9396 0.30
H 1.3128 -2.3672 3.6105 0.27
H -4.0345 -0.7161 -3.6512 0.30
H -1.7388 3.9197 2.5456 0.25
H -3.1030 0.9468 2.2193 0.43
H -0.5156 2.7947 4.0099 0.27
H 3.5965 2.9272 0.6096 0.25
H -0.0294 -0.7675 -0.4904 0.38
H 4.7165 3.9810 -2.2843 0.26
H 0.4253 -4.5310 -3.4821 0.27
H -3.1503 -2.9544 -2.3289 0.40
H -1.4469 0.5069 -3.9255 0.28
H -0.7742 -0.9289 3.9516 0.30
H -4.3775 1.4307 -0.9040 0.33
H -0.0876 1.3430 3.9723 0.45
H 2.7315 0.9939 -0.2005 0.24
H 2.2512 3.8607 1.6075 0.33
H 2.1489 4.5249 -1.5810 0.35
H -1.1654 -2.7364 -1.5158 0.23
H 3.9775 3.1046 -1.2954 0.31
H 3.8856 -3.2664 -1.7628 0.26
H -3.3672 -3.2763 -0.8656 0.33
H -0.8843 3.5822 1.3424 0.35
H 1.3112 4.8082 -0.3522 0.38
H -3.1000 -4.9646 1.8100 0.32
H -4.5258 -1.6392 -2.5564 0.30
H -4.7793 -2.2983 1.3016 0.28
H -2.4608 -3.5985 1.6789 0.33
H -0.7659 1.1960 -2.7623 0.32
H 2.2897 -0.4784 1.9245 0.24
H 3.2293 -0.8857 -3.1578 0.29
H 2.3908 -3.1178 -0.1063 0.35
H 0.8895 -3.3035 -0.0491 0.41
H -5.4685 2.1627 -1.6562 0.29
```

Entry 2:
DFT (ωB97M-V/def2-TZVPD) results for a structure of composition H4IMnO2.

## Properties
HOMO energy (spin up / spin down) ... -8.3 / -9.6 eV
HOMO-LUMO gap (spin up / spin down) ... 7.848 / 7.796 eV
Multiplicity ... 7

```
8
Properties=species:S:1:pos:R:3:mulliken_charge:R:1
I -26.3844 1.8339 -10.2890 -0.28
Mn -26.8333 3.7865 -12.3218 0.44
O -28.5379 3.3256 -7.7071 -0.59
O -25.3833 1.3304 -6.8644 -0.61
H -25.5762 1.4393 -7.7956 0.17
H -28.2007 3.9418 -7.0569 0.31
H -27.7948 3.1578 -8.2867 0.22
H -26.2402 1.2141 -6.4538 0.33
```

Entry 3:
DFT (ωB97M-V/def2-TZVPD) results for a cluster of 3 separate species, H4IO2 in total.

## Properties
HOMO energy ... -4.0 eV
HOMO-LUMO gap ... 7.805 eV
Charge ... -1
Energy relative to the best compared isomer or geometry (same formula, charge and spin) ... 0.021 eV
Multiplicity ... 1

```
7
Properties=species:S:1:pos:R:3:mulliken_charge:R:1
I -0.6890 1.5363 -1.1468 -0.81
O 2.5965 -0.0759 -0.7124 -0.64
O -1.8995 -0.5523 1.4886 -0.64
H -2.7998 -0.2860 1.2833 0.31
H 2.4658 -0.9386 -1.1148 0.30
H -1.3717 0.0170 0.8908 0.24
H 1.6977 0.2995 -0.6886 0.25
```

Entry 4:
DFT (ωB97M-V/def2-TZVPD) results for a cluster of 2 separate species, H4IP3 in total.

## Properties
HOMO energy (spin up / spin down) ... -9.3 / -8.2 eV
HOMO-LUMO gap (spin up / spin down) ... 7.836 / 4.996 eV
Energy relative to the best compared isomer or geometry (same formula, charge and spin) ... 1.176 eV
Multiplicity ... 1

```
8
Properties=species:S:1:pos:R:3:mulliken_charge:R:1
I -3.7533 0.0257 -0.0062 -0.05
P 0.1900 0.2369 1.1635 0.00
P 0.3636 -1.3994 -0.3339 -0.19
P 0.3550 1.7082 -0.3730 -0.06
H -0.6886 1.2216 -1.0467 0.04
H 1.7523 -1.1866 -0.5736 0.10
H -0.4546 2.5786 0.1865 0.06
H 0.6156 -2.4557 0.6591 0.10
```

Entry 5:
DFT (ωB97M-V/def2-TZVPD) results for a structure of composition H4KO2.

## Properties
HOMO energy ... -16.2 eV
HOMO-LUMO gap ... 12.350 eV
Charge ... +1
Energy relative to the best compared isomer or geometry (same formula, charge and spin) ... 0.040 eV
Multiplicity ... 1

```
7
Properties=species:S:1:pos:R:3:mulliken_charge:R:1
K 0.9796 -0.7946 -1.8047 0.93
O -0.7337 -1.4239 0.4169 -0.56
O 0.8718 1.5967 -0.4007 -0.65
H 0.0571 2.1145 -0.3184 0.33
H 1.1824 1.4178 0.5008 0.34
H -1.1791 -2.2205 0.7428 0.30
H -1.1782 -0.6900 0.8633 0.31
```

Entry 6:
DFT (ωB97M-V/def2-TZVPD) results for the molecule H4N2O2S.

## Properties
HOMO energy ... -10.5 eV
HOMO-LUMO gap ... 11.080 eV
Energy relative to the best compared isomer or geometry (same formula, charge and spin) ... 0.772 eV
Multiplicity ... 1

```
9
Properties=species:S:1:pos:R:3:mulliken_charge:R:1
S 0.9320 0.0050 -0.0041 1.12
O 1.6552 0.0688 -1.2212 -0.59
O 1.6440 -0.0513 1.1956 -0.59
N -0.0967 -1.2399 0.0696 -0.44
N -0.1902 1.1917 -0.0943 -0.54
H 0.4139 1.7763 -0.5245 0.27
H -0.8350 -1.1940 -0.5867 0.21
H -0.3846 1.5566 0.8991 0.30
H -0.2383 -1.8859 0.9034 0.26
```

Number 1: maximum force 1.2 eV Å⁻¹. Number 2: maximum force 1.3 eV Å⁻¹. Number 3: maximum force 0.2 eV Å⁻¹. Number 4: maximum force 2.8 eV Å⁻¹. Number 5: maximum force 0.5 eV Å⁻¹. Number 6: maximum force 4.7 eV Å⁻¹.